[1]
# C19H18IN3O3SSr

A molecular structure, C19H18IN3O3SSr (ωB97M-V/def2-TZVPD, the OMol25 dataset).

Calculated values
HOMO level (eV): -7.921
Relative energy (zero: lowest compared OMol25 entry of this formula, charge and spin) (kcal per mole): 47.73
Multiplicity: 1
Orbital gap (eV): 7.30

Structure (XYZ):
```
46
C19H18IN3O3SSr | the OMol25 dataset | ωB97M-V/def2-TZVPD
C 2.00549 1.12266 3.22308
C 1.91884 -0.69116 3.44854
H 3.13279 1.11047 3.53221
H 1.21531 0.93035 4.01842
H 1.80019 1.89246 2.41690
H 1.80273 -1.48927 2.68067
H 2.95326 -0.48472 3.77691
H 1.09778 -0.72963 4.18104
C 0.81572 2.57734 -2.19449
C 1.12645 3.45292 -3.24680
C 1.19910 2.89294 -4.52799
C 0.99835 1.51226 -4.72430
H 0.78754 2.97331 -1.17774
H 1.31881 4.51190 -2.99781
H 1.41487 3.56523 -5.35381
H 1.14815 1.02089 -5.70346
N 0.62912 1.25436 -2.32898
C 0.68341 0.72784 -3.58971
C 0.51788 -0.73824 -3.65550
N 0.35195 -1.33554 -2.44765
C 0.32962 -2.66663 -2.32396
C 0.51768 -2.95501 -4.69315
C 0.39527 -3.53184 -3.42780
H 0.26682 -3.06073 -1.29711
H 0.34865 -4.60275 -3.22528
C 0.62077 -1.55352 -4.81322
H 0.76794 -1.09815 -5.79007
H 0.52483 -3.63800 -5.54627
Sr 0.79304 -0.20103 -0.10696
I 3.80994 -0.33598 -0.57533
O -0.80544 -2.04727 0.81791
C -1.60073 -1.10057 1.16525
N -1.68324 -0.03361 0.30734
S -2.04802 1.35894 1.07086
O -0.88662 2.23425 1.24699
O -3.14972 2.10093 0.51590
C -2.39552 0.57248 2.62788
C -2.55465 1.17460 3.88242
C -2.79714 0.28521 4.95464
C -2.64394 -1.12013 4.80691
C -2.17512 -1.62984 3.59576
C -2.28949 -0.80839 2.45547
H -2.48135 2.27674 3.93534
H -2.96186 0.74746 5.93697
H -2.80643 -1.74646 5.69687
H -2.01301 -2.69708 3.45312
```

Löwdin atomic charge list, values in e, 8 entries: atom 1 (C): -0.100, atom 2 (C): -0.099, atom 3 (H): 0.064, atom 4 (H): 0.034, atom 5 (H): 0.042, atom 6 (H): 0.033, atom 7 (H): 0.032, atom 8 (H): 0.032

=====

[2]
# C19H18IrN5O5S3Si

A molecular structure, C19H18IrN5O5S3Si (ωB97M-V/def2-TZVPD, the OMol25 dataset).

Calculated values
HOMO level (alpha / beta) (eV): -7.236 / -7.936
Relative energy (zero: lowest compared OMol25 entry of this formula, charge and spin) (kcal per mole): 22.13
Multiplicity: 5
Orbital gap (alpha / beta) (eV): 6.98 / 5.65
Expectation value of S²: 6.030

Structure (XYZ):
```
52
C19H18IrN5O5S3Si | the OMol25 dataset | ωB97M-V/def2-TZVPD
Ir -0.34094 -0.63856 1.13402
N 2.78486 -2.13126 2.15502
C 2.34016 -1.18376 2.99772
N 1.22826 -0.53876 2.83172
C 1.00026 0.38254 3.82462
C 1.99686 0.46974 4.74752
S 3.25606 -0.66466 4.39582
C -0.25484 1.10324 3.78822
C -0.75294 1.97194 4.70962
S -2.31694 2.53624 4.23152
C -2.19344 1.54004 2.79182
N -1.07984 0.87724 2.71402
N -3.18134 1.46014 1.89692
H 2.09906 -2.51226 1.51882
H 3.56676 -2.70486 2.41362
H 2.08576 1.11894 5.59482
H -0.31994 2.31134 5.62882
H -3.94494 2.11134 1.91662
H -2.97174 0.98054 1.03352
O -3.64784 -6.19166 1.17552
C -3.02684 -5.15706 1.17482
C -2.56194 -4.40516 -0.05718
O -2.74534 -4.73986 -1.20838
C -1.83194 -3.22776 0.45142
C -1.85624 -3.21326 1.89732
O -1.28554 -2.29356 2.53082
C -2.58714 -4.39066 2.40472
O -2.78384 -4.71356 3.55742
O -1.23754 -2.31586 -0.17738
C 1.54556 3.69134 -3.78358
Si 0.30656 2.23564 -3.74528
C 0.15356 1.27044 -5.38638
C -1.40414 2.90204 -3.27258
C 1.12556 0.99054 -2.56028
C 2.35026 0.46524 -2.94238
C 3.00626 -0.46226 -2.14788
C 2.39896 -0.85716 -0.97118
N 1.23906 -0.36176 -0.56948
C 0.60966 0.54124 -1.34098
S -0.86304 1.10184 -0.64088
H 1.23006 4.45264 -4.48898
H 2.54676 3.37484 -4.06088
H 1.61036 4.15614 -2.80258
H -0.23934 1.90464 -6.17448
H -0.52864 0.43234 -5.26438
H 1.10466 0.86914 -5.72448
H -1.74634 3.59034 -4.03978
H -1.37954 3.43054 -2.32608
H -2.12974 2.10064 -3.18748
H 2.80306 0.78464 -3.87038
H 3.95846 -0.86846 -2.44708
H 2.86526 -1.58546 -0.32658
```

Löwdin atomic charge list, values in e, 8 entries: atom 1 (Ir): 1.159, atom 2 (N): 0.108, atom 3 (C): -0.675, atom 4 (N): -0.034, atom 5 (C): -0.325, atom 6 (C): -0.335, atom 7 (S): 1.065, atom 8 (C): -0.330

=====

[3]
# C19H18NOPbS

A molecular structure, C19H18NOPbS (ωB97M-V/def2-TZVPD, the OMol25 dataset).

Calculated values
HOMO level (alpha / beta) (eV): -10.207 / -10.171
Relative energy (zero: lowest compared OMol25 entry of this formula, charge and spin) (kcal per mole): 401.11
Total charge: +1
Multiplicity: 1
Orbital gap (alpha / beta) (eV): 6.53 / 5.32

Structure (XYZ):
```
41
C19H18NOPbS | the OMol25 dataset | ωB97M-V/def2-TZVPD
C -1.78971 0.92199 1.38725
C -0.59242 0.53990 2.30594
C 0.46093 1.37816 1.91133
H -0.62592 -0.23442 3.00140
C 0.02737 2.24582 0.87264
C -1.31760 1.94285 0.54653
H -1.92097 2.41876 -0.18418
H -2.71420 0.43358 1.40193
H 1.42939 1.32937 2.34125
H 0.62913 2.97678 0.37590
C 0.81406 -2.27615 -0.24650
C -0.08356 -2.27825 0.84721
C -1.43270 -2.00022 0.22191
H 0.09596 -2.45026 1.85503
C -1.25780 -1.74810 -1.12573
C 0.11237 -1.95008 -1.43555
H 0.55826 -1.80500 -2.39745
H 1.86123 -2.41536 -0.15136
H -2.35210 -1.89442 0.82841
H -2.03642 -1.48691 -1.79524
Pb 0.10922 0.08261 -0.14576
O 1.73635 0.36712 -0.64385
C 2.61274 1.41327 -0.71736
C 2.35429 2.27311 -1.89772
H 2.59568 2.01124 0.20720
H 3.62119 0.98032 -0.77404
H 1.56480 3.00823 -1.77142
H 3.10876 4.35546 -3.35191
C 3.38593 3.40712 -3.79954
C 3.03250 2.20984 -3.11388
C 3.41538 0.98364 -3.73279
H 3.15996 0.04582 -3.25375
C 4.09506 0.97162 -4.93115
H 4.37124 0.02287 -5.37718
C 4.43078 2.16179 -5.57329
H 4.96709 2.14213 -6.51413
C 4.06915 3.37832 -4.99426
H 4.32578 4.30848 -5.48743
S -1.43717 -0.84322 1.41242
C -2.56100 -1.52421 2.48871
N -3.31894 -1.96880 3.20932
```

Löwdin atomic charge list, values in e, 8 entries: atom 1 (C): -0.324, atom 2 (C): -0.273, atom 3 (C): -0.113, atom 4 (H): 0.097, atom 5 (C): -0.143, atom 6 (C): -0.129, atom 7 (H): 0.125, atom 8 (H): 0.093

=====

[4]
# C19H18NOSSm

A molecular structure, C19H18NOSSm (ωB97M-V/def2-TZVPD, the OMol25 dataset).

Calculated values
HOMO level (alpha / beta) (eV): -8.068 / -8.120
Multiplicity: 6
Orbital gap (alpha / beta) (eV): 7.92 / 8.09
Expectation value of S²: 8.766

Structure (XYZ):
```
41
C19H18NOSSm | the OMol25 dataset | ωB97M-V/def2-TZVPD
C -1.49041 2.24017 0.59821
C -0.64127 2.20200 1.76186
C 0.72706 2.17279 1.31133
H -1.00176 2.22469 2.79611
C 0.71171 2.23390 -0.12723
C -0.65836 2.25553 -0.55940
H -1.00615 2.34260 -1.58696
H -2.57859 2.35584 0.58989
H 1.59347 2.08081 1.97150
H 1.57997 2.25069 -0.79293
C 0.69495 -2.41822 -0.56666
C -0.72958 -2.49687 -0.71747
C -1.15693 -1.46812 -1.61629
H -1.36383 -3.28184 -0.32515
C 0.00772 -0.76045 -2.05851
C 1.14601 -1.35662 -1.42204
H 2.18314 -1.09517 -1.58933
H 1.32115 -3.11221 0.00131
H -2.17480 -1.32402 -1.99080
H 0.02207 0.01934 -2.80849
Sm -0.10751 -0.10767 0.54208
O 2.99467 0.25832 0.00420
C 3.86876 0.37826 1.12591
C 4.30518 1.24935 0.00539
H 3.40945 0.86645 1.99040
H 4.49284 -0.49631 1.26777
H 3.99882 2.30393 0.04935
H 6.03177 3.02680 -1.13434
C 6.32882 1.99159 -1.27260
C 5.47316 0.94435 -0.82150
C 5.90289 -0.37582 -1.07222
H 5.25226 -1.20238 -0.76027
C 7.11370 -0.63553 -1.72373
H 7.40021 -1.66953 -1.93523
C 7.95836 0.40697 -2.12578
H 8.90376 0.19055 -2.62956
C 7.55965 1.72554 -1.89129
H 8.20830 2.54282 -2.21382
S -1.74271 -1.42200 2.88143
C -2.42478 -0.88264 1.50933
N -2.73478 -0.40339 0.44989
```

Löwdin atomic charge list, values in e, 8 entries: atom 1 (C): -0.195, atom 2 (C): -0.199, atom 3 (C): -0.257, atom 4 (H): 0.106, atom 5 (C): -0.242, atom 6 (C): -0.196, atom 7 (H): 0.108, atom 8 (H): 0.109

=====

[5]
# C19H19AsCoN3O2S

A molecular structure, C19H19AsCoN3O2S (ωB97M-V/def2-TZVPD, the OMol25 dataset).

Calculated values
HOMO level (alpha / beta) (eV): -10.145 / -10.145
Total charge: +1
Multiplicity: 2
Orbital gap (alpha / beta) (eV): 5.96 / 5.89
Expectation value of S²: 0.763

Structure (XYZ):
```
46
C19H19AsCoN3O2S | the OMol25 dataset | ωB97M-V/def2-TZVPD
Co -0.24008 -0.08066 0.53671
O -4.27481 4.75717 -1.63358
C -4.58120 3.55836 -1.67015
O -5.60462 2.94827 -2.00532
C -3.44230 2.62323 -1.19290
C -2.22776 3.16070 -0.76940
C -1.24489 2.30659 -0.32509
N -1.45642 0.98396 -0.30763
C -2.61452 0.44138 -0.70584
C -3.63590 1.24321 -1.16164
C -2.59908 -1.02577 -0.54625
C -3.62928 -1.86552 -0.92459
C -3.48560 -3.22830 -0.72080
C -2.32241 -3.71334 -0.14379
C -1.33921 -2.81435 0.22089
N -1.46658 -1.50136 0.02483
C 0.09466 2.64029 0.19619
C 0.62086 3.91787 0.24122
C 1.89954 4.09378 0.74394
C 2.61596 2.99275 1.18727
C 2.02222 1.74731 1.12319
N 0.79176 1.56795 0.64113
H -2.13886 4.24018 -0.80802
H -4.60325 0.88419 -1.49321
H -4.52270 -1.45389 -1.37196
H -4.27615 -3.90670 -1.01166
H -2.17522 -4.77008 0.02379
H -0.41758 -3.14491 0.68303
H 0.03658 4.75337 -0.11705
H 2.33526 5.08288 0.78446
H 3.61928 3.09247 1.57470
H 2.54088 0.85880 1.46118
C 1.80164 0.30858 4.72372
As 0.12566 -0.61173 4.54713
C 0.50635 -2.49172 4.62295
C -0.94585 -0.17180 6.07143
S -0.95924 -0.05430 2.81731
H 2.26207 0.05509 5.67777
H 1.61490 1.37929 4.67379
H 2.45887 0.00948 3.90966
H 0.96817 -2.73667 5.57850
H 1.18272 -2.75042 3.81074
H -0.42877 -3.03615 4.51069
H -0.42399 -0.45942 6.98270
H -1.89088 -0.70486 5.99331
H -1.13265 0.89979 6.06463
```

Löwdin atomic charge list, values in e, 8 entries: atom 1 (Co): 0.440, atom 2 (O): -0.004, atom 3 (C): -0.684, atom 4 (O): -0.004, atom 5 (C): -0.039, atom 6 (C): 0.094, atom 7 (C): -0.155, atom 8 (N): 0.024

=====

[6]
# C19H19ClN2O2

A single C19H19ClN2O2 molecule (ωB97M-V/def2-TZVPD, the OMol25 dataset).

Calculated values
HOMO level (eV): -8.677
Relative energy (zero: lowest compared OMol25 entry of this formula, charge and spin) (kcal per mole): 95.94
Multiplicity: 1
Orbital gap (eV): 8.82
SMILES: Cc1cc(Cl)c2onc(CC(=O)NC(C)(C)c3ccccc3)c2c1

Structure (XYZ):
```
43
C19H19ClN2O2 | the OMol25 dataset | ωB97M-V/def2-TZVPD
C 3.05498 -4.27804 2.84972
C 3.22319 -2.84290 2.36384
C 4.43271 -2.38028 2.08150
C 4.52207 -1.02383 1.69399
Cl 6.14007 -0.38429 1.26884
C 3.40781 -0.16364 1.66652
O 3.40459 1.12371 1.24964
N 2.08683 1.47581 1.16767
C 1.36890 0.49858 1.69708
C -0.02874 0.66981 2.01186
C -0.82362 -0.09435 1.06144
O -0.90416 -1.26523 1.12439
N -1.40892 0.58875 0.00854
C -1.81625 0.13357 -1.25779
C -2.93722 -0.83695 -1.13512
C -0.66732 -0.40457 -2.07810
C -2.24012 1.46085 -1.91686
C -3.53731 1.63998 -2.54171
C -3.82699 2.85965 -3.14698
C -2.88557 3.96777 -3.11878
C -1.67437 3.85664 -2.38963
C -1.36730 2.62654 -1.77917
C 2.17258 -0.66103 2.02455
C 2.04561 -1.95748 2.41645
H 3.49084 -4.47114 3.76648
H 3.46309 -4.92382 2.11332
H 1.93757 -4.51591 3.05680
H 5.22482 -3.11993 1.90863
H -0.24284 0.21915 2.96495
H -0.34166 1.77355 1.99874
H -1.52518 1.61111 0.28309
H -2.83482 -1.66913 -0.36620
H -3.93357 -0.30769 -1.01907
H -3.00839 -1.40652 -2.06648
H -1.07831 -0.51925 -3.07425
H -0.33920 -1.34034 -1.69676
H 0.15525 0.30377 -2.15084
H -4.47574 0.96244 -2.59026
H -4.87812 3.00751 -3.59724
H -3.17232 4.89015 -3.68566
H -0.90951 4.72327 -2.52290
H -0.35363 2.56469 -1.32129
H 1.08026 -2.39099 2.67700
```

Löwdin atomic charge list, values in e, 8 entries: atom 1 (C): -0.041, atom 2 (C): -0.252, atom 3 (C): -0.086, atom 4 (C): -0.489, atom 5 (Cl): 0.633, atom 6 (C): -0.255, atom 7 (O): 0.017, atom 8 (N): 0.150

=====

[7]
# C19H19F2NNi

A molecular structure, C19H19F2NNi (ωB97M-V/def2-TZVPD, the OMol25 dataset).

Calculated values
HOMO level (alpha / beta) (eV): -6.709 / -7.319
Multiplicity: 3
Orbital gap (alpha / beta) (eV): 6.72 / 7.08
Expectation value of S²: 2.019

Structure (XYZ):
```
42
C19H19F2NNi | the OMol25 dataset | ωB97M-V/def2-TZVPD
C 0.93984 -1.37213 -1.77625
C 0.45080 1.71370 -1.68120
C -0.54903 -1.25004 -1.73594
H 1.26091 -2.38770 -2.13370
C -0.83969 1.58118 -1.28135
H 1.13042 2.31916 -1.07824
H -1.03198 -2.17366 -1.36892
H -1.24601 2.21986 -0.48830
C -1.42768 -0.46299 -2.66282
H -2.32467 -1.10088 -2.77021
H -1.02486 -0.36326 -3.68186
C 1.80939 -0.29542 -2.47955
H 2.28280 -0.70731 -3.39014
H 2.64326 -0.05235 -1.79695
C 1.11005 1.04660 -2.84222
H 0.46766 0.91438 -3.72629
H 1.92748 1.71682 -3.16230
C -1.89467 0.91222 -2.11871
H -2.20959 1.56282 -2.95692
H -2.76633 0.70158 -1.48173
Ni -0.19952 -0.36634 0.18252
H 1.17300 -1.32191 -0.61434
F 0.73557 4.33859 2.62871
C 0.63781 2.97102 2.70111
C 0.37227 2.26683 1.51706
C 0.20974 0.89390 1.58134
C 0.34160 0.21595 2.80313
C 0.64423 0.99626 3.94789
F 0.75936 0.41524 5.18845
C 0.79059 2.37402 3.94194
C 0.09707 -1.21442 2.77424
C -0.02998 -2.05291 3.87540
C -0.29534 -3.40262 3.68338
C -0.41304 -3.91024 2.38587
C -0.28402 -3.03159 1.31083
N -0.09844 -1.70634 1.50977
H 0.28978 2.82600 0.59390
H 0.98227 2.94636 4.84475
H 0.04551 -1.60393 4.85781
H -0.41344 -4.02849 4.55886
H -0.61111 -4.96199 2.19768
H -0.33032 -3.35646 0.27430
```

Löwdin atomic charge list, values in e, 8 entries: atom 1 (C): -0.226, atom 2 (C): -0.106, atom 3 (C): -0.256, atom 4 (H): 0.124, atom 5 (C): -0.167, atom 6 (H): 0.101, atom 7 (H): 0.072, atom 8 (H): 0.099

=====

[8]
# C19H19F3N2O4S

A single C19H19F3N2O4S molecule (ωB97M-V/def2-TZVPD, the OMol25 dataset).

Calculated values
HOMO level (eV): -7.916
Multiplicity: 1
Orbital gap (eV): 6.84
SMILES: CN(C)/C=C/[C@H](c1ccccc1)[C@H](c1ccc([N+](=O)[O-])cc1)S(=O)(=O)C(F)(F)F

Structure (XYZ):
```
48
C19H19F3N2O4S | the OMol25 dataset | ωB97M-V/def2-TZVPD
C -3.29127 -2.18019 -1.69566
N -1.89818 -2.51206 -1.47383
C -1.34362 -3.65503 -2.17194
C -1.15213 -1.72680 -0.68114
C 0.17978 -1.91066 -0.40982
C 1.04381 -0.83736 0.20834
C 2.53157 -1.00870 -0.19594
C 3.26262 0.11312 -0.56760
C 4.61474 0.02544 -0.87692
C 5.22810 -1.23214 -0.92734
C 4.47216 -2.37739 -0.68015
C 3.12618 -2.27116 -0.30309
C 0.87202 -0.70178 1.71955
C -0.53604 -0.48558 2.26101
C -1.32947 -1.61616 2.55271
C -2.63542 -1.48905 3.00249
C -3.17730 -0.19908 3.14002
N -4.58528 -0.01322 3.17945
O -5.01102 1.16475 3.16742
O -5.34560 -1.00428 3.18229
C -2.36246 0.93396 2.97783
C -1.06185 0.79003 2.51578
S 1.97380 0.59384 2.54501
O 1.33217 1.09744 3.73005
O 2.44742 1.51314 1.53877
C 3.42668 -0.42413 3.23031
F 4.54975 0.31088 3.15891
F 3.62088 -1.56790 2.53257
F 3.18755 -0.75751 4.50949
H -3.72088 -2.91824 -2.37856
H -3.84485 -2.17605 -0.74432
H -3.39032 -1.18183 -2.14443
H -2.16589 -4.11403 -2.73171
H -0.56494 -3.35922 -2.89065
H -0.91890 -4.38906 -1.47200
H -1.69254 -0.86716 -0.25766
H 0.68566 -2.79450 -0.79321
H 0.70856 0.11608 -0.24146
H 2.75410 1.07446 -0.64370
H 5.16510 0.94139 -1.09704
H 6.28478 -1.30998 -1.20130
H 4.92629 -3.36992 -0.77343
H 2.54703 -3.17255 -0.10038
H 1.28426 -1.60410 2.20465
H -0.89799 -2.61043 2.43044
H -3.25256 -2.35164 3.23285
H -2.76325 1.91762 3.19681
H -0.48263 1.70379 2.39311
```

Löwdin atomic charge list, values in e, 8 entries: atom 1 (C): -0.058, atom 2 (N): -0.245, atom 3 (C): -0.059, atom 4 (C): -0.122, atom 5 (C): -0.059, atom 6 (C): -0.253, atom 7 (C): -0.202, atom 8 (C): -0.066